(w)
{"formula": "C4H5NO2", "method": "wB97M-V/def2-TZVPD", "species": ["O", "C", "C", "C", "N", "C", "O", "H", "H", "H", "H", "H"], "xyz": [[-1.29144, -1.80815, 1.28603], [-0.75440, -0.96559, 0.63510], [0.60066, -0.25056, 0.87732], [1.03801, 0.39854, -0.44031], [-0.03659, 1.29390, -0.85775], [-1.13944, 0.69306, -0.94480], [-1.32075, -0.62575, -0.60425], [0.56306, 0.53016, 1.65185], [1.26398, -1.03726, 1.24125], [1.17156, -0.38495, -1.20006], [1.96357, 0.97840, -0.38598], [-2.05821, 1.17821, -1.25840]], "mulliken_charge": [-0.497, 0.553, -0.478, -0.394, -0.462, 0.069, -0.346, 0.251, 0.300, 0.291, 0.327, 0.387], "smiles": "O=C1CCN=CO1", "multiplicity": 1, "lumo_energy_ha": 0.0297, "molar_mass_g_mol": 99.09}


(x)
{"formula": "C4H5NO2", "method": "wB97M-V/def2-TZVPD", "species": ["O", "C", "C", "O", "N", "C", "C", "H", "H", "H", "H", "H"], "xyz": [[1.64508, 1.56002, 0.72541], [1.99541, 0.43425, 0.46722], [1.04063, -0.67403, 0.02050], [1.43615, -1.82297, -0.03689], [-0.16855, -0.21903, -0.37833], [-1.52770, -0.63760, -0.44862], [-1.14225, 0.76337, -0.03908], [3.04547, 0.09128, 0.54957], [-1.90976, -1.30420, 0.32434], [-1.91336, -0.81729, -1.45056], [-1.24778, 1.58729, -0.74236], [-1.25332, 1.03890, 1.00882]], "mulliken_charge": [-0.454, 0.099, 0.347, -0.571, -0.024, -0.328, -0.348, 0.364, 0.246, 0.220, 0.224, 0.226], "smiles": "O=CC(=O)N1CC1", "multiplicity": 1, "lumo_energy_ha": -0.0016, "molar_mass_g_mol": 99.09}


(w) is favored, and the nearest alternative lies 0.0491 hartree above it.


(w)
{"formula": "C4H5NO2", "method": "wB97M-V/def2-TZVPD", "species": ["N", "C", "C", "C", "O", "C", "O", "H", "H", "H", "H", "H"], "xyz": [[-2.24695, -0.62775, -0.29152], [-1.23436, -0.36338, 0.49474], [0.09866, -0.68696, 0.05389], [1.14147, 0.17587, 0.03658], [2.46353, -0.17277, -0.06687], [0.85168, 1.59114, 0.19854], [-0.29745, 2.00487, 0.16333], [-3.18685, -0.50570, 0.06298], [-2.18727, -0.88512, -1.27582], [0.30071, -1.74755, -0.10375], [2.58288, -1.04030, 0.34020], [1.71395, 2.25766, 0.38771]], "mulliken_charge": [-0.275, -0.457, -0.129, 0.449, -0.531, 0.009, -0.506, 0.246, 0.225, 0.324, 0.312, 0.333], "multiplicity": 1, "lumo_energy_ha": [0.0063, 0.0063], "molar_mass_g_mol": 99.09}


(x)
{"formula": "C4H5NO2", "method": "wB97M-V/def2-TZVPD", "species": ["C", "O", "C", "C", "C", "O", "N", "H", "H", "H", "H", "H"], "xyz": [[-0.34942, -2.08445, -0.50335], [-0.25376, -0.76944, -1.04437], [-0.10740, 0.20733, -0.14473], [0.43279, 1.49180, -0.44543], [0.39998, 2.10567, 0.75822], [-0.10682, 1.29377, 1.69423], [-0.42751, 0.07938, 1.11827], [0.55219, -2.30944, 0.07593], [-1.22459, -2.19059, 0.14301], [-0.42442, -2.75356, -1.36098], [0.80180, 1.84655, -1.39492], [0.70716, 3.08298, 1.10411]], "mulliken_charge": [-0.654, -0.378, 0.712, -0.461, -0.289, -0.185, -0.345, 0.309, 0.286, 0.230, 0.345, 0.430], "smiles": "COc1ccon1", "multiplicity": 1, "lumo_energy_ha": 0.0371, "molar_mass_g_mol": 99.09}


(x) is favored, and the nearest alternative lies 0.0349 hartree above it.